Molecular formula: C12H20O8S
Method: DFT, ωB97M-V with the def2-TZVPD basis set

Cartesian coordinates (Å):
C: 0.594 -0.571 0.517
C: 0.923 -0.368 2.121
C: 2.190 -1.130 2.488
O: 3.027 -0.149 3.020
C: 2.424 1.015 3.046
O: 2.823 2.011 3.570
O: 1.157 0.893 2.601
H: 1.345 -0.182 -0.029
H: -0.148 0.003 0.079
H: 0.390 -1.538 0.321
H: 0.144 -0.762 2.633
H: 2.429 -1.656 1.584
H: 1.960 -1.936 3.251
C: 1.617 1.640 -2.612
C: 2.445 2.878 -2.256
C: 2.896 2.880 -0.718
O: 4.252 2.424 -0.926
C: 4.668 2.629 -2.156
O: 5.771 2.350 -2.549
O: 3.648 2.978 -2.915
H: 1.858 0.899 -2.049
H: 1.713 1.360 -3.661
H: 0.596 1.865 -2.715
H: 1.834 3.854 -2.316
H: 2.381 2.219 -0.169
H: 3.099 3.886 -0.419
O: -5.006 -3.694 1.241
S: -4.949 -2.697 0.186
O: -6.047 -2.533 -0.794
C: -4.454 -1.195 1.014
C: -3.016 -0.986 0.632
C: -2.792 -1.511 -0.826
C: -3.496 -2.859 -0.683
H: -4.621 -1.144 2.106
H: -4.771 -0.561 0.294
H: -2.809 0.005 0.810
H: -2.439 -1.345 1.278
H: -1.680 -1.458 -1.273
H: -3.536 -0.808 -1.597
H: -2.874 -3.561 -0.297
H: -3.546 -3.144 -1.832

## Properties
charge = 0
spin multiplicity = 1
LUMO = 0.0 eV
ΔE to the lowest compared entry with this formula, charge and spin = 1.771 eV
molar mass = 324.35 g/mol

Listed below, in e, are the natural (NBO) charges computed for each atom: number 1, C, carries -0.6341; number 2, C, carries 0.0921; number 3, C, carries -0.0985; number 4, O, carries -0.4627; number 5, C, carries 0.9636; number 6, O, carries -0.5639; number 7, O, carries -0.4825; number 8, H, carries 0.2021; number 9, H, carries 0.2164; number 10, H, carries 0.2081; number 11, H, carries 0.1739; number 12, H, carries 0.1951; number 13, H, carries 0.1911; number 14, C, carries -0.6450; number 15, C, carries 0.0827; number 16, C, carries -0.0790; number 17, O, carries -0.4953; number 18, C, carries 0.9657; number 19, O, carries -0.5808; number 20, O, carries -0.4853; number 21, H, carries 0.1950; number 22, H, carries 0.2365; number 23, H, carries 0.2274; number 24, H, carries 0.1893; number 25, H, carries 0.1884; number 26, H, carries 0.2006; number 27, O, carries -0.9374; number 28, S, carries 2.1661; number 29, O, carries -0.9121; number 30, C, carries -0.6702; number 31, C, carries -0.3982; number 32, C, carries -0.3855; number 33, C, carries -0.7516; number 34, H, carries 0.2744; number 35, H, carries 0.2362; number 36, H, carries 0.2130; number 37, H, carries 0.1909; number 38, H, carries 0.2472; number 39, H, carries 0.2093; number 40, H, carries 0.2472; number 41, H, carries 0.2697


Molecular formula: C12H20O8S
Method: DFT, ωB97M-V with the def2-TZVPD basis set

Cartesian coordinates (Å):
C: 15.740 -20.153 28.672
C: 16.692 -20.885 27.607
C: 17.501 -22.052 28.156
O: 17.148 -23.045 27.112
C: 16.277 -22.567 26.328
O: 15.831 -23.206 25.305
O: 15.875 -21.382 26.599
H: 16.373 -19.874 29.579
H: 14.976 -20.970 28.908
H: 15.188 -19.085 28.496
H: 17.411 -20.199 27.370
H: 17.039 -22.605 28.860
H: 18.399 -22.076 28.004
C: 16.408 -26.183 26.590
C: 16.088 -27.171 27.725
C: 17.016 -28.368 27.878
O: 17.676 -28.241 29.175
C: 17.229 -27.147 29.654
O: 17.595 -26.684 30.726
O: 16.378 -26.522 29.016
H: 17.489 -25.873 26.643
H: 15.491 -25.406 26.313
H: 16.676 -26.781 25.679
H: 14.965 -27.508 27.615
H: 17.682 -28.402 26.913
H: 16.374 -29.309 27.802
O: 20.933 -24.051 28.532
S: 21.539 -24.371 27.214
O: 22.692 -23.745 26.756
C: 21.912 -26.087 26.898
C: 21.345 -26.449 25.450
C: 20.778 -25.107 24.875
C: 20.222 -24.282 26.025
H: 21.237 -26.632 27.601
H: 23.063 -26.347 26.980
H: 22.025 -26.915 24.730
H: 20.520 -27.130 25.643
H: 20.012 -25.360 24.098
H: 21.590 -24.494 24.395
H: 19.300 -24.746 26.407
H: 20.077 -23.323 25.872

## Properties
charge = 0
spin multiplicity = 1
LUMO = 0.4 eV
ΔE to the lowest compared entry with this formula, charge and spin = 1.636 eV
molar mass = 324.35 g/mol

Listed below, in e, are the natural (NBO) charges computed for each atom: number 1, C, carries -0.6425; number 2, C, carries 0.0507; number 3, C, carries -0.0568; number 4, O, carries -0.4655; number 5, C, carries 0.9639; number 6, O, carries -0.6682; number 7, O, carries -0.4436; number 8, H, carries 0.2191; number 9, H, carries 0.2196; number 10, H, carries 0.2440; number 11, H, carries 0.1831; number 12, H, carries 0.2130; number 13, H, carries 0.1903; number 14, C, carries -0.6630; number 15, C, carries 0.0450; number 16, C, carries -0.1276; number 17, O, carries -0.4482; number 18, C, carries 0.9461; number 19, O, carries -0.6316; number 20, O, carries -0.4556; number 21, H, carries 0.2203; number 22, H, carries 0.2857; number 23, H, carries 0.2190; number 24, H, carries 0.2038; number 25, H, carries 0.1935; number 26, H, carries 0.2067; number 27, O, carries -0.9297; number 28, S, carries 2.1838; number 29, O, carries -0.9479; number 30, C, carries -0.7039; number 31, C, carries -0.3909; number 32, C, carries -0.4170; number 33, C, carries -0.6618; number 34, H, carries 0.2416; number 35, H, carries 0.2723; number 36, H, carries 0.2295; number 37, H, carries 0.1999; number 38, H, carries 0.2273; number 39, H, carries 0.2257; number 40, H, carries 0.2382; number 41, H, carries 0.2317


Molecular formula: C12H20O8S
Method: DFT, ωB97M-V with the def2-TZVPD basis set

Cartesian coordinates (Å):
C: 8.127 20.488 34.499
C: 7.520 21.957 34.420
C: 6.899 22.291 33.050
O: 5.670 22.814 33.422
C: 5.392 22.666 34.721
O: 4.243 22.907 35.239
O: 6.456 22.166 35.304
H: 8.809 20.491 33.701
H: 7.389 19.814 34.528
H: 8.757 20.497 35.513
H: 8.161 22.797 34.579
H: 6.568 21.469 32.387
H: 7.568 22.918 32.618
C: 3.281 17.998 31.107
C: 2.077 18.748 30.567
C: 0.889 18.627 31.624
O: 0.785 19.933 32.135
C: 1.537 20.784 31.485
O: 1.561 22.013 31.659
O: 2.252 20.091 30.563
H: 4.147 18.439 30.529
H: 3.257 17.009 30.768
H: 3.466 18.055 32.132
H: 1.581 18.428 29.648
H: 1.064 17.947 32.405
H: -0.156 18.457 31.298
O: 0.379 23.275 36.705
S: 0.381 21.933 37.340
O: 0.513 21.809 38.823
C: -0.863 20.965 36.550
C: -0.136 20.502 35.305
C: 1.258 20.065 35.817
C: 1.715 21.053 36.767
H: -1.785 21.420 36.533
H: -1.100 20.005 37.186
H: -0.762 19.784 34.870
H: 0.186 21.267 34.594
H: 1.972 20.100 34.902
H: 1.310 18.902 35.984
H: 2.448 21.638 36.513
H: 2.020 20.248 37.628

## Properties
charge = 0
spin multiplicity = 1
LUMO = 0.2 eV
ΔE to the lowest compared entry with this formula, charge and spin = 0.527 eV
molar mass = 324.35 g/mol

Listed below, in e, are the natural (NBO) charges computed for each atom: number 1, C, carries -0.5961; number 2, C, carries 0.0800; number 3, C, carries -0.0869; number 4, O, carries -0.4786; number 5, C, carries 0.9771; number 6, O, carries -0.6149; number 7, O, carries -0.4806; number 8, H, carries 0.2148; number 9, H, carries 0.2142; number 10, H, carries 0.2185; number 11, H, carries 0.1823; number 12, H, carries 0.1845; number 13, H, carries 0.1869; number 14, C, carries -0.6342; number 15, C, carries 0.0754; number 16, C, carries -0.0912; number 17, O, carries -0.4854; number 18, C, carries 0.9719; number 19, O, carries -0.5773; number 20, O, carries -0.4974; number 21, H, carries 0.2248; number 22, H, carries 0.2220; number 23, H, carries 0.2177; number 24, H, carries 0.2002; number 25, H, carries 0.1842; number 26, H, carries 0.1913; number 27, O, carries -0.9203; number 28, S, carries 2.1399; number 29, O, carries -0.9331; number 30, C, carries -0.6617; number 31, C, carries -0.4209; number 32, C, carries -0.3950; number 33, C, carries -0.7178; number 34, H, carries 0.2542; number 35, H, carries 0.2295; number 36, H, carries 0.2182; number 37, H, carries 0.2455; number 38, H, carries 0.2178; number 39, H, carries 0.2067; number 40, H, carries 0.2725; number 41, H, carries 0.2612